(1)
{"formula": "C11H7Cl16F7O3P", "method": "the ωB97M-V functional and the def2-TZVPD basis", "elements": ["O", "C", "O", "C", "F", "F", "C", "F", "F", "C", "F", "F", "C", "O", "P", "C", "C", "F", "H", "H", "H", "H", "H", "H", "H", "C", "Cl", "Cl", "Cl", "Cl", "C", "Cl", "Cl", "Cl", "Cl", "C", "Cl", "Cl", "Cl", "Cl", "C", "Cl", "Cl", "Cl", "Cl"], "coordinates": [[4.5756, -3.0955, 0.4995], [3.7073, -2.4377, 0.9646], [2.6023, -2.8994, 1.5707], [3.7796, -0.8842, 0.9756], [4.9143, -0.5388, 0.3788], [3.8105, -0.4496, 2.2505], [2.6148, -0.1557, 0.2100], [1.8420, -1.1003, -0.4136], [3.0964, 0.6439, -0.7191], [1.6019, 0.6569, 1.0619], [0.7996, 1.3068, 0.1752], [2.1778, 1.5666, 1.8324], [0.6405, -0.2183, 1.9088], [0.9504, -0.8919, 2.8255], [-1.1894, -0.1345, 1.4197], [-2.0228, -1.7021, 1.7155], [-3.0814, -1.9923, 0.6101], [-4.2688, -2.2858, 1.2365], [2.5704, -3.8581, 1.4077], [-1.7543, 0.8992, 2.1677], [-1.3163, 0.2174, 0.0823], [-1.2878, -2.5064, 1.7668], [-2.5807, -1.6060, 2.6511], [-3.2517, -1.1454, -0.0634], [-2.7699, -2.8456, 0.0045], [6.5416, 1.2685, 4.6882], [6.3766, 0.6523, 3.0396], [7.0709, -0.0338, 5.7512], [7.7152, 2.5799, 4.7191], [4.9677, 1.8725, 5.2360], [2.2753, 4.2301, -2.0946], [2.8798, 3.7906, -0.4880], [1.3232, 2.8800, -2.7426], [1.2498, 5.6562, -1.9627], [3.6306, 4.5589, -3.1628], [-3.0929, -0.2012, -3.7150], [-2.6604, -1.8709, -4.0730], [-2.8114, 0.8142, -5.1136], [-4.7755, -0.1076, -3.2121], [-2.0573, 0.3794, -2.3683], [-8.9662, -0.2041, -4.2101], [-8.4831, -1.8633, -4.5704], [-8.7305, 0.8050, -5.6353], [-10.6550, -0.1660, -3.7197], [-7.9585, 0.4161, -2.8854]], "forces_ev_per_angstrom": [[0.014, -0.124, -0.197], [-0.102, 0.073, 0.192], [-0.062, 0.069, -0.296], [0.011, -0.024, -0.104], [0.208, 0.102, -0.018], [-0.322, -0.124, 0.099], [-0.311, -0.548, 0.179], [-0.082, -0.029, -0.019], [0.226, 0.230, -0.143], [-0.122, 0.099, -0.240], [-0.078, 0.028, 0.012], [0.185, 0.086, 0.229], [0.198, 0.012, -0.040], [-0.046, -0.096, 0.198], [0.050, -0.127, -0.167], [-0.455, 0.012, -0.329], [0.062, 0.082, -0.040], [0.103, -0.023, -0.058], [0.114, 0.059, 0.226], [-0.020, 0.054, 0.003], [-0.058, 0.038, -0.066], [0.020, 0.135, 0.262], [0.279, -0.180, 0.072], [-0.024, -0.044, 0.103], [-0.069, 0.017, 0.088], [-0.001, 0.011, 0.025], [0.236, 0.090, 0.036], [-0.003, -0.005, 0.003], [-0.002, 0.001, -0.008], [-0.016, 0.003, 0.006], [-0.014, 0.000, 0.004], [0.038, 0.116, 0.016], [-0.019, -0.017, -0.027], [-0.006, -0.002, 0.001], [-0.001, -0.011, -0.003], [-0.083, -0.090, -0.012], [0.006, -0.003, 0.014], [0.004, 0.006, 0.017], [0.074, -0.022, -0.062], [0.140, 0.121, -0.007], [0.018, -0.022, -0.040], [0.007, -0.012, -0.003], [0.004, 0.003, -0.005], [0.000, -0.001, 0.003], [-0.105, 0.058, 0.094]], "mulliken_charge": [-0.4576, 0.0742, -0.3742, 1.0792, -0.2727, -0.2308, 0.5487, -0.3608, -0.2452, 0.9185, -0.2602, -0.2424, 0.0410, -0.3661, 0.3684, -0.5116, -0.0338, -0.3012, 0.3644, 0.2323, -0.1067, 0.4166, 0.4108, 0.0732, 0.2872, 0.3511, -0.0796, -0.0946, -0.0848, -0.1139, 0.2776, -0.0606, -0.0789, -0.0829, -0.0777, 0.2562, -0.0862, -0.0731, -0.0170, -0.0851, 0.3721, -0.0938, -0.0864, -0.0842, -0.1094], "spin_multiplicity": 1, "orbital_gap_ev": 7.83, "homo_ev": -12.95, "mol_weight_g_mol": 918.4, "total_energy_ev": -246322.9643, "charge": 1}

---

(2)
{"formula": "C11H7F5N9O2Ru", "method": "the ωB97M-V functional and the def2-TZVPD basis", "elements": ["Ru", "N", "C", "N", "N", "N", "N", "C", "N", "N", "N", "N", "H", "C", "C", "C", "C", "C", "C", "H", "H", "H", "H", "H", "O", "C", "O", "H", "F", "C", "F", "C", "F", "F", "F"], "coordinates": [[0.4578, -0.0734, 0.5448], [2.5923, 2.3401, -1.4117], [3.1639, 1.1836, -0.9396], [4.4641, 0.9507, -1.0271], [4.6135, -0.2690, -0.4586], [3.4845, -0.7301, -0.0708], [2.5099, 0.1687, -0.3731], [1.3195, 2.7743, -1.1124], [0.8976, 3.9931, -1.4113], [-0.3842, 3.9990, -0.9741], [-0.6937, 2.8662, -0.4579], [0.3793, 2.0368, -0.5300], [3.2326, 3.0423, -1.7370], [-4.4577, -0.0782, -0.5157], [-3.5400, -0.2442, -1.5449], [-2.1784, -0.2287, -1.2730], [-1.6927, -0.0560, 0.0231], [-2.6322, 0.0990, 1.0432], [-3.9986, 0.0951, 0.7818], [-5.5227, -0.0831, -0.7243], [-3.8896, -0.3795, -2.5638], [-1.4809, -0.3502, -2.0965], [-2.2975, 0.2192, 2.0695], [-4.7083, 0.2260, 1.5934], [1.3568, 1.1795, 2.4111], [0.9220, 0.2952, 3.1715], [0.2664, -0.7022, 2.7704], [1.1166, 0.3800, 4.2554], [-0.6568, -2.8483, 0.7866], [0.3981, -2.3808, 0.0100], [-0.0129, -2.5782, -1.3062], [1.4838, -3.4370, 0.2144], [2.0695, -3.3143, 1.4145], [0.9899, -4.7127, 0.1679], [2.4282, -3.3829, -0.7301]], "forces_ev_per_angstrom": [[-0.035, 0.050, 0.036], [0.045, 0.007, -0.109], [0.022, -0.030, -0.061], [-0.066, -0.015, 0.079], [0.124, 0.055, -0.079], [-0.151, -0.042, 0.079], [0.140, -0.008, -0.008], [-0.023, 0.017, -0.026], [-0.036, -0.075, 0.032], [0.057, 0.138, -0.045], [-0.027, -0.129, 0.061], [-0.005, 0.076, -0.035], [-0.008, -0.003, 0.035], [-0.043, -0.005, 0.000], [-0.005, 0.004, -0.028], [0.032, 0.051, -0.014], [0.030, -0.018, 0.040], [0.002, -0.035, -0.013], [-0.014, 0.000, 0.030], [0.003, 0.002, -0.001], [0.008, -0.002, -0.002], [-0.010, -0.001, 0.017], [-0.002, 0.000, -0.001], [0.009, 0.001, 0.003], [0.003, 0.033, -0.049], [0.002, -0.009, 0.006], [-0.040, -0.059, 0.033], [-0.004, 0.002, 0.025], [0.022, -0.006, -0.034], [-0.098, -0.024, 0.034], [-0.019, 0.026, -0.016], [0.121, -0.067, 0.010], [-0.024, -0.006, -0.039], [0.013, 0.051, -0.001], [-0.022, 0.021, 0.041]], "lowdin_spin": [3.9284, 0.0052, 0.0138, 0.0040, 0.0131, 0.0078, 0.1046, 0.0116, 0.0043, 0.0098, 0.0040, 0.1143, 0.0002, 0.0097, 0.0055, 0.0412, 0.1907, 0.0460, 0.0067, 0.0008, 0.0010, 0.0058, 0.0058, 0.0012, 0.0744, 0.0266, 0.1078, 0.0032, 0.0232, 0.1671, 0.0238, 0.0249, 0.0023, 0.0101, 0.0012], "s_squared": 8.76, "spin_multiplicity": 6, "orbital_gap_ev": [6.40, 7.20], "homo_ev": [-1.07, -2.31], "mol_weight_g_mol": 493.3, "total_energy_ev": -45193.6590, "charge": -2}

---

(3)
{"formula": "C11H7N2NiO6", "method": "the ωB97M-V functional and the def2-TZVPD basis", "elements": ["O", "C", "Ni", "C", "O", "C", "O", "C", "O", "C", "O", "H", "N", "C", "O", "C", "C", "C", "C", "N", "C", "H", "H", "H", "H", "H", "H"], "coordinates": [[-3.4070, -1.3687, -2.9902], [-2.3963, -0.9064, -2.5886], [-0.7504, -0.7573, -2.1096], [0.5268, -1.8673, -1.9396], [1.3086, -2.5930, -1.5016], [-2.5935, 1.0837, -0.9253], [-2.0222, 2.0986, -0.8043], [-3.7986, 0.4977, -0.4968], [-3.7564, -0.5844, 0.0901], [-0.6810, -0.8010, -3.8872], [-0.5591, -0.7524, -5.0490], [-4.6245, 1.1933, -0.8138], [3.8192, 1.3676, 2.2014], [2.9433, 1.4275, 1.1492], [3.1489, 2.1294, 0.1656], [1.6866, 0.6288, 1.2837], [1.2254, 0.0438, 2.4651], [0.0762, -0.7383, 2.4312], [-0.5909, -0.9252, 1.2051], [-0.1582, -0.3503, 0.0823], [0.9282, 0.4437, 0.1068], [4.7209, 1.7831, 2.0321], [3.7958, 0.6015, 2.8618], [1.7571, 0.1911, 3.4031], [-0.3248, -1.2246, 3.3171], [-1.4868, -1.5507, 1.1426], [1.2126, 0.9294, -0.8311]], "forces_ev_per_angstrom": [[4.532, 2.486, 1.359], [-8.981, -3.587, -0.723], [0.297, 2.299, 1.508], [5.249, -5.163, 3.076], [-2.026, 1.982, -1.753], [1.288, 2.791, -0.600], [0.245, -0.827, -0.117], [-0.551, -1.488, 1.414], [-0.960, 1.222, -0.786], [2.305, 1.891, -8.036], [-0.860, -0.726, 5.061], [-0.184, -1.122, 0.350], [-0.348, -0.367, -0.309], [0.809, 0.984, -0.190], [-0.358, -0.771, 0.745], [-0.861, -0.278, -0.873], [-0.068, -0.145, -0.233], [-0.447, -0.098, -0.715], [0.277, -0.131, 0.893], [-0.102, 0.645, -0.894], [0.245, -0.222, 0.919], [0.025, 0.098, 0.039], [0.001, 0.237, -0.207], [-0.146, -0.029, -0.172], [0.150, 0.173, -0.140], [0.339, 0.270, -0.043], [0.129, -0.122, 0.429]], "lowdin_spin": [0.0410, 0.0715, 0.7791, 0.0568, 0.0147, 0.3022, 0.2716, 0.1038, 0.1834, 0.0819, 0.0146, 0.0061, 0.0002, 0.0005, 0.0002, 0.0030, -0.0012, 0.0017, 0.0032, 0.0581, 0.0055, 0.0000, 0.0000, 0.0000, 0.0003, 0.0002, 0.0016], "s_squared": 2.02, "spin_multiplicity": 3, "orbital_gap_ev": [6.94, 7.75], "homo_ev": [-11.99, -13.17], "mol_weight_g_mol": 321.9, "total_energy_ev": -67817.8998, "charge": 1}

---

(4)
{"formula": "C11H7N2O6Tb", "method": "the ωB97M-V functional and the def2-TZVPD basis", "elements": ["O", "C", "Tb", "C", "O", "C", "O", "C", "O", "C", "O", "H", "N", "C", "O", "C", "C", "C", "N", "C", "C", "H", "H", "H", "H", "H", "H"], "coordinates": [[5.6749, -0.6409, -3.6614], [5.2439, 0.1507, -2.9610], [1.3528, 1.4951, -0.1229], [1.0606, 3.7590, 0.9368], [0.5016, 4.5373, 1.6282], [2.6244, 3.6776, 0.5561], [3.3963, 4.5099, 0.9471], [0.3790, 3.3179, -1.4197], [0.0207, 4.1977, -2.0733], [2.6906, 1.5635, 1.9265], [3.4152, 1.5334, 2.8246], [2.8682, 2.8743, -0.3381], [-3.4919, -4.0018, -0.6350], [-3.1508, -3.3055, 0.4938], [-3.6617, -3.5545, 1.5804], [-2.1449, -2.1991, 0.3291], [-1.5962, -1.8312, -0.9120], [-0.6644, -0.8001, -0.9772], [-0.2730, -0.1090, 0.1428], [-0.7982, -0.4640, 1.3597], [-1.7229, -1.4921, 1.4715], [-4.1105, -4.7962, -0.5135], [-2.9831, -3.9407, -1.4994], [-1.8649, -2.3245, -1.8490], [-0.1954, -0.5046, -1.9246], [-0.4487, 0.0936, 2.2344], [-2.1213, -1.7454, 2.4563]], "forces_ev_per_angstrom": [[-0.912, 1.834, 1.577], [0.837, -1.823, -1.530], [-1.745, 0.073, 0.027], [-1.774, -1.378, 0.309], [1.467, -0.753, -0.928], [2.084, 2.691, 0.948], [-1.030, -2.003, -1.313], [-1.562, 3.074, -3.434], [1.172, -2.874, 2.545], [3.749, -0.736, 5.010], [-3.053, 0.289, -3.686], [0.928, 1.820, 0.531], [0.366, 0.390, 0.522], [-1.519, -1.572, 0.445], [1.031, 0.855, -1.068], [0.746, 0.864, -0.036], [0.298, 0.261, -0.145], [-0.155, 0.047, 1.022], [-0.448, -0.810, -0.073], [-0.081, -0.255, -0.926], [-0.002, 0.045, 0.109], [0.114, 0.225, 0.019], [-0.108, -0.084, 0.071], [0.066, 0.200, 0.400], [-0.279, -0.147, 0.245], [-0.202, -0.172, -0.266], [0.012, -0.063, -0.374]], "lowdin_spin": [0.0000, -0.0004, 6.0935, 0.0679, 0.0966, -0.0144, -0.0250, -0.0648, -0.0324, -0.0489, -0.0238, -0.0169, 0.0000, -0.0001, -0.0003, -0.0008, 0.0000, -0.0042, -0.0242, -0.0007, 0.0004, 0.0000, 0.0000, 0.0000, -0.0011, -0.0004, 0.0000], "s_squared": 13.07, "spin_multiplicity": 7, "orbital_gap_ev": [6.09, 5.87], "homo_ev": [-15.88, -15.52], "mol_weight_g_mol": 422.1, "total_energy_ev": -49198.8152, "charge": 2}

---

(5)
{"formula": "C11H7NO4", "method": "the ωB97M-V functional and the def2-TZVPD basis", "elements": ["O", "C", "O", "C", "N", "C", "C", "O", "C", "C", "C", "C", "C", "C", "C", "O", "H", "H", "H", "H", "H", "H", "H"], "coordinates": [[-1.0382, -2.6320, -1.6040], [0.1000, -3.0325, -1.7636], [0.6318, -3.3394, -2.9690], [1.0490, -3.1520, -0.5430], [0.6272, -2.4102, 0.6855], [0.3045, -1.1193, 0.6155], [0.3117, -0.1227, -0.4761], [0.7731, -0.2395, -1.6485], [-0.1212, 1.1609, 0.0067], [-0.1946, 2.4057, -0.6307], [-0.5011, 3.5586, 0.1165], [-0.7731, 3.4236, 1.4915], [-0.7864, 2.1589, 2.0928], [-0.4265, 1.0283, 1.3685], [-0.1855, -0.3487, 1.8048], [-0.3689, -0.6713, 2.9706], [-0.0835, -3.1206, -3.6145], [2.0481, -2.8097, -0.7897], [1.1637, -4.2168, -0.2931], [0.0504, 2.4961, -1.7011], [-0.5351, 4.5346, -0.3468], [-1.0182, 4.3337, 2.0711], [-1.0273, 2.1143, 3.1565]], "forces_ev_per_angstrom": [[1.136, -0.709, -0.670], [-0.862, 1.205, 0.994], [-0.814, 0.230, 0.460], [-0.180, 0.282, 0.068], [-0.930, 3.118, -1.121], [0.685, -4.336, 0.415], [2.188, -0.061, -5.409], [-1.161, -0.566, 3.185], [-0.798, 1.192, 1.354], [0.319, 0.478, -0.444], [0.065, -1.354, 0.269], [-0.300, -0.038, -0.303], [0.032, 0.647, 0.789], [0.029, 1.406, -1.125], [-0.595, 0.059, 2.914], [0.465, -0.510, -1.562], [0.626, -0.263, 0.474], [0.180, 0.164, -0.342], [-0.253, 0.329, 0.102], [-0.183, -0.165, 0.621], [0.056, -0.053, -0.082], [0.180, -0.777, -0.285], [0.113, -0.277, -0.301]], "mulliken_charge": [-0.5547, 0.6559, -0.4650, -0.5167, -0.5525, 0.1274, 1.0498, -0.6824, -0.0128, -0.4811, -0.4817, -0.4268, -0.3944, 0.4706, 0.1844, -0.5854, 0.3552, 0.3278, 0.3726, 0.4191, 0.4062, 0.3507, 0.4339], "spin_multiplicity": 1, "orbital_gap_ev": 8.22, "smiles": "O=C(O)CN=c1c(=O)c2ccccc2c1=O", "homo_ev": -9.80, "mol_weight_g_mol": 217.2, "total_energy_ev": -21199.4828}